# 1
C46H62ClHoN3O4S as an isolated structure, computed with ωB97M-V with the def2-TZVPD basis set.

HOMO-LUMO gap (alpha / beta): 6.8 / 6.8 eV
Highest occupied orbital energy (alpha / beta): -4.677 / -4.678 eV

```
! RIJCOSX wB97M-V def2-TZVPD def2/J DEFGRID3
* xyz -1 5
Ho 10.655 11.770 14.633
C 6.853 12.959 14.722
N 7.905 12.898 13.683
C 7.405 11.950 12.665
C 8.047 14.295 13.101
C 9.464 14.799 13.341
N 10.615 13.890 12.975
C 11.962 14.611 13.118
C 12.362 15.197 14.444
C 13.308 16.194 14.412
C 13.764 16.748 15.623
C 12.897 16.629 16.708
C 12.028 15.566 16.863
C 11.838 14.715 15.717
O 11.253 13.535 15.667
C 11.528 15.122 18.236
C 12.100 16.054 19.305
C 12.050 13.735 18.659
C 10.003 15.087 18.365
C 14.898 17.784 15.648
C 16.073 17.201 14.746
C 14.402 19.130 15.015
C 15.421 18.083 17.060
C 10.442 13.596 11.515
C 11.408 12.567 10.960
C 12.483 12.925 10.139
C 13.495 12.033 9.753
C 13.231 10.706 10.058
C 12.134 10.280 10.777
C 11.251 11.235 11.396
O 10.516 10.932 12.477
C 11.976 8.792 11.058
C 10.588 8.301 10.525
C 12.236 8.542 12.554
C 12.992 7.919 10.263
C 14.788 12.579 9.189
C 14.811 12.635 7.623
C 15.967 11.658 9.610
C 15.120 13.950 9.769
H 5.858 13.059 14.247
H 7.027 13.773 15.435
H 6.818 11.963 15.177
H 6.401 12.208 12.282
H 7.371 10.986 13.217
H 8.111 11.851 11.875
H 7.362 15.044 13.577
H 7.875 14.261 12.037
H 9.632 15.196 14.358
H 9.597 15.677 12.664
H 11.932 15.487 12.418
H 12.693 13.904 12.764
H 13.749 16.466 13.447
H 13.002 17.379 17.499
H 13.158 16.050 19.219
H 11.870 15.743 20.371
H 11.794 17.118 19.194
H 13.132 13.709 18.852
H 11.803 12.973 17.919
H 11.470 13.387 19.559
H 9.520 15.835 17.630
H 9.684 15.364 19.414
H 9.498 14.111 18.171
H 15.700 17.124 13.726
H 16.165 16.141 15.084
H 17.061 17.740 14.805
H 13.984 18.988 13.963
H 15.158 19.905 14.948
H 13.584 19.496 15.627
H 15.480 17.126 17.609
H 14.715 18.699 17.617
H 16.426 18.575 17.148
H 10.461 14.569 10.961
H 9.425 13.145 11.341
H 12.587 13.930 9.826
H 13.902 9.958 9.625
H 9.765 8.827 10.933
H 10.397 7.274 10.865
H 10.561 8.315 9.410
H 11.554 9.112 13.207
H 13.287 8.841 12.766
H 12.172 7.472 12.797
H 12.988 8.201 9.220
H 12.695 6.869 10.363
H 14.016 8.004 10.667
H 14.960 11.632 7.235
H 15.670 13.247 7.306
H 13.832 13.041 7.280
H 15.735 10.638 9.255
H 16.118 11.673 10.721
H 16.906 11.920 9.097
H 14.294 14.742 9.685
H 16.089 14.275 9.378
H 15.237 13.766 10.871
Cl 18.199 10.314 15.789
C 16.600 10.895 15.420
C 16.437 11.816 14.373
C 15.171 12.064 13.849
C 14.015 11.525 14.383
O 12.803 11.761 13.955
C 14.208 10.610 15.531
C 13.053 10.095 16.199
O 11.849 10.209 15.770
C 15.473 10.384 16.050
H 17.387 12.178 13.952
H 15.069 12.867 13.134
H 13.228 9.542 17.144
H 15.612 9.862 16.997
S 9.287 11.334 17.175
C 8.730 9.960 16.316
C 7.759 9.015 16.922
C 7.384 7.894 16.203
C 7.963 7.595 14.959
C 8.907 8.549 14.434
N 9.199 9.674 15.078
H 7.478 9.188 17.966
H 6.518 7.384 16.544
H 7.775 6.671 14.454
H 9.452 8.379 13.511
*
```

---

# 2
C46H68AsOsP2Si as an isolated structure, computed with ωB97M-V with the def2-TZVPD basis set.

Relative energy (zero: lowest compared OMol25 entry of this formula, charge and spin): 0.0 kJ/mol
HOMO-LUMO gap: 5.6 eV
Highest occupied orbital energy: -15.855 eV

```
! RIJCOSX wB97M-V def2-TZVPD def2/J DEFGRID3
* xyz 3 1
Os 0.370 -0.042 0.318
C -3.061 1.401 -0.189
Si -1.468 0.759 -0.911
C -0.360 2.068 -1.730
C -0.711 2.510 -3.007
C 0.021 3.488 -3.663
C 1.164 4.013 -3.076
C 1.576 3.553 -1.834
C 0.814 2.607 -1.150
P 1.391 2.062 0.479
C 0.896 3.373 1.675
C -0.528 3.943 1.457
C -1.453 3.626 2.630
C -1.232 2.196 3.095
C 0.185 1.993 3.658
C 1.156 3.052 3.143
C 3.202 1.833 0.545
C 4.045 3.058 0.941
C 5.528 2.695 0.897
C 5.839 1.510 1.803
C 4.991 0.299 1.429
C 3.502 0.638 1.459
C -1.711 -0.775 -1.972
C -2.962 -1.127 -2.477
C -3.159 -2.326 -3.146
C -2.113 -3.224 -3.283
C -0.860 -2.916 -2.775
C -0.640 -1.690 -2.142
P 1.040 -1.245 -1.596
C 1.960 -2.831 -1.327
C 2.603 -3.482 -2.575
C 3.061 -4.896 -2.222
C 4.065 -4.875 -1.076
C 3.491 -4.170 0.148
C 2.988 -2.768 -0.192
C 1.896 -0.164 -2.818
C 1.495 -0.524 -4.271
C 2.510 0.087 -5.255
C 3.081 1.389 -4.705
C 3.925 1.123 -3.448
C 3.424 -0.114 -2.688
H -3.677 1.837 -0.980
H -3.638 0.593 0.265
H -2.906 2.182 0.555
H -1.586 2.097 -3.499
H -0.297 3.840 -4.635
H 1.737 4.776 -3.586
H 2.482 3.956 -1.400
H 1.625 4.132 1.353
H -0.453 5.021 1.315
H -0.964 3.558 0.532
H -1.275 4.311 3.461
H -2.490 3.786 2.334
H -1.987 1.928 3.837
H -1.397 1.520 2.237
H 0.178 2.011 4.748
H 0.571 1.004 3.377
H 1.015 3.985 3.693
H 2.192 2.761 3.322
H 3.466 1.559 -0.484
H 3.849 3.904 0.281
H 3.781 3.375 1.955
H 5.809 2.456 -0.135
H 6.121 3.564 1.185
H 6.897 1.257 1.745
H 5.644 1.784 2.845
H 5.260 -0.037 0.420
H 5.190 -0.537 2.102
H 2.912 -0.233 1.135
H 3.194 0.864 2.486
H -3.804 -0.459 -2.345
H -4.134 -2.566 -3.549
H -2.270 -4.167 -3.789
H -0.065 -3.637 -2.887
H 1.157 -3.514 -1.028
H 1.925 -3.502 -3.428
H 3.474 -2.902 -2.876
H 2.192 -5.505 -1.948
H 3.499 -5.363 -3.104
H 4.364 -5.889 -0.816
H 4.974 -4.357 -1.399
H 2.658 -4.759 0.550
H 4.239 -4.108 0.940
H 2.540 -2.300 0.697
H 3.824 -2.131 -0.493
H 1.517 0.837 -2.613
H 1.451 -1.606 -4.411
H 0.490 -0.142 -4.464
H 3.321 -0.621 -5.441
H 2.022 0.246 -6.216
H 3.684 1.897 -5.457
H 2.254 2.066 -4.471
H 4.968 0.959 -3.723
H 3.913 2.002 -2.793
H 3.855 -1.006 -3.134
H 3.760 -0.101 -1.648
C 1.321 -2.046 3.300
As -0.169 -1.576 2.160
C -0.722 -3.162 1.202
C -1.709 -1.160 3.303
C -1.887 -2.297 4.267
C -1.264 -2.252 5.515
C -1.423 -3.298 6.409
C -2.203 -4.396 6.063
C -2.834 -4.441 4.825
C -2.676 -3.397 3.928
H 1.015 -2.903 3.899
H 1.541 -1.210 3.961
H 2.199 -2.300 2.707
H -0.814 -3.955 1.947
H 0.018 -3.450 0.467
H -1.689 -2.988 0.732
H -2.558 -1.038 2.628
H -1.506 -0.218 3.800
H -0.678 -1.386 5.802
H -0.954 -3.252 7.382
H -2.337 -5.205 6.766
H -3.464 -5.282 4.568
H -3.201 -3.421 2.980
*
```